1.
Entry from the Open Molecules 2025 dataset: a molecular structure, C42H38ClIN8O8P2Tl (wB97M-V/def2-TZVPD).

Output
- max |F| (Eh/bohr) = 0.077
- ΔE to the lowest compared entry with this formula, charge and spin (eV) = 0.574
- HOMO-LUMO gap (Ha) = 0.2251

Geometry as ORCA input:
```
! RIJCOSX wB97M-V def2-TZVPD def2/J DEFGRID3
* xyz -1 1
Tl -0.53859 0.14863 0.49123
O -1.75710 2.93616 -4.20972
C -2.03660 2.71737 -3.06308
O -0.97630 2.73635 -2.09737
C -3.31916 2.42557 -2.38112
C -4.45214 2.74318 -3.10249
C -5.72800 2.54864 -2.63105
C -5.94162 1.97850 -1.39546
C -4.84338 1.69164 -0.63932
C -3.47696 1.87388 -1.08855
O -2.52041 1.48506 -0.33786
N -5.10729 1.10786 0.67534
O -5.85646 0.10540 0.67842
O -4.57656 1.52738 1.66769
N -6.83525 2.84047 -3.50169
O -7.92475 2.36951 -3.21536
O -6.64801 3.49244 -4.52462
H -4.29286 3.16586 -4.06612
H -6.92752 1.73200 -0.95927
Cl 1.82081 5.98979 4.80684
C 1.15560 4.50183 4.22611
C 0.10844 3.96071 4.95771
C -0.57507 2.90255 4.37764
I -2.29766 2.00710 5.25063
C -0.25701 2.29574 3.15230
O -0.88244 1.31339 2.65943
C 0.88974 2.82883 2.46667
N 1.32043 2.24584 1.29683
C 2.38064 2.73996 0.63850
C 3.04826 3.88745 1.05135
C 2.66574 4.42530 2.23411
C 1.59638 3.93491 3.00604
H -0.26738 4.36123 5.86997
H 2.60302 2.42586 -0.32125
H 3.86597 4.25888 0.41836
H 3.03775 5.37354 2.61579
C -2.52023 -3.58384 -3.80908
C -2.85099 -2.90052 -2.65612
C -2.29922 -1.64802 -2.44319
C -1.32837 -1.12848 -3.28474
C -0.92342 -1.90028 -4.38114
C -1.54796 -3.10568 -4.66583
N -0.90765 0.20166 -3.01483
N 0.33022 0.32276 -3.17521
C 0.92226 1.55099 -3.01843
C 2.28148 1.71607 -3.41095
C 2.92414 2.94354 -3.23486
C 2.27003 4.09660 -2.69664
C 0.95295 3.94689 -2.32779
C 0.28313 2.74207 -2.44581
H -3.03203 -4.55351 -4.03168
H -3.58820 -3.31887 -1.99893
H -2.60464 -0.93734 -1.64303
H -0.11696 -1.53541 -5.06157
H -1.38662 -3.66906 -5.58861
H 2.67780 0.80329 -3.82111
H 3.97636 3.01664 -3.55509
H 2.71955 5.04632 -2.57863
H 0.43911 4.80255 -1.89822
C -4.01389 -3.26915 1.67541
P -2.55659 -2.14344 1.53463
C -2.50577 -1.40271 3.21328
C -1.11699 -3.27917 1.58963
C -0.75191 -3.82526 0.36741
C 0.07965 -4.92447 0.25692
C 0.63398 -5.52189 1.37033
C 0.42801 -4.84772 2.59722
C -0.48048 -3.78171 2.73280
H -4.03531 -3.75990 2.65192
H -4.08183 -4.01308 0.89539
H -4.85891 -2.52403 1.58738
H -2.98830 -2.08975 3.96495
H -3.14756 -0.53695 3.18401
H -1.47980 -1.15032 3.44470
H -1.31780 -3.52817 -0.52340
H 0.25880 -5.35124 -0.66873
H 1.28398 -6.39263 1.31447
H 0.94139 -5.21854 3.49251
H -0.67893 -3.37695 3.75361
C 5.71732 -1.95984 1.86232
N 5.46345 -0.54454 1.65192
C 5.37648 -0.28495 0.19208
N 4.43474 -1.12500 -0.51500
C 4.72377 -2.53549 -0.17541
N 4.76525 -2.81652 1.22599
C 3.47691 -2.71339 1.81368
P 2.64574 -1.01874 1.67419
C 4.18075 -0.15643 2.25307
C 3.08200 -0.80829 -0.15599
H 5.60694 -2.20191 2.91070
H 6.76796 -2.17357 1.53012
H 6.38607 -0.39556 -0.31324
H 5.03506 0.75747 0.09894
H 5.65892 -2.83748 -0.65392
H 3.97895 -3.17359 -0.56405
H 3.59790 -2.95596 2.88947
H 2.79531 -3.53020 1.48255
H 4.27979 -0.32626 3.32231
H 3.98681 0.94386 2.02277
H 2.92616 0.22030 -0.47659
H 2.37694 -1.41398 -0.77546
*
```

Atom charges from the Löwdin analysis, given in e for atoms 1 to 5: atom 1 (Tl): 0.8073, atom 2 (O): 0.1434, atom 3 (C): -0.3452, atom 4 (O): 0.0264, atom 5 (C): -0.0427


2.
Entry from the Open Molecules 2025 dataset: 2 unconnected molecules or ions with the total composition C7H14NS (wB97M-V/def2-TZVPD).

Output
- max |F| (Eh/bohr) = 0.092
- ΔE to the lowest compared entry with this formula, charge and spin (eV) = 2.452
- HOMO-LUMO gap (spin up / spin down) (Ha) = 0.2535 / 0.2549
- <S²> = 2.0085

Geometry as ORCA input:
```
! RIJCOSX wB97M-V def2-TZVPD def2/J DEFGRID3
* xyz 1 3
C -2.47827 2.26259 -0.38328
C 1.15680 -0.54783 2.06458
C -1.83393 1.13473 -0.44768
C 0.98649 1.12854 -1.56978
C 0.75023 -1.53070 -1.92881
C -1.10500 -0.82522 2.75267
C 0.13553 -0.09947 -1.62286
N -0.05445 -0.85412 1.72982
S -1.17258 -0.33490 -0.37222
H -3.37230 2.18367 -0.99213
H -1.99642 2.95421 0.18953
H 1.53166 -0.52731 3.00835
H 1.91522 -0.50343 1.30302
H 1.69026 1.09861 -0.66660
H 1.75460 1.10701 -2.36175
H 0.51353 2.06007 -1.56770
H 1.07918 -1.61664 -2.96143
H 0.18978 -2.37764 -1.51408
H 1.65291 -1.70904 -1.28001
H -1.62875 -1.84911 2.90865
H -1.99996 -0.27449 2.49567
H -0.65647 -0.53331 3.63804
H -0.39802 -0.11837 -2.61162
*
```

Atom charges from the natural (NBO) analysis, given in e for atoms 1 to 5: atom 1 (C): -0.3576, atom 2 (C): 0.0235, atom 3 (C): -0.2693, atom 4 (C): -0.6365, atom 5 (C): -0.6274


3.
Entry from the Open Molecules 2025 dataset: a molecular structure, C22H48FN4NbP (wB97M-V/def2-TZVPD).

Output
- max |F| (Eh/bohr) = 0.017
- HOMO-LUMO gap (Ha) = 0.2263

Geometry as ORCA input:
```
! RIJCOSX wB97M-V def2-TZVPD def2/J DEFGRID3
* xyz -1 1
C 5.41718 -1.27509 0.49067
C 4.48744 -0.10710 0.80221
C 4.52443 1.02686 -0.23150
C 3.20453 1.76808 -0.47750
C 1.98934 0.91144 -0.84505
C 2.20553 0.05062 -2.11058
C 2.30401 -1.45983 -1.86302
C 0.96458 -2.19958 -1.99857
C 0.02119 -1.93969 -0.83023
C -1.23892 -2.81168 -0.81322
C -2.37009 -2.36311 -1.77030
Nb -3.96298 -1.12708 -0.69024
N -5.35255 -2.44782 -1.30676
C -2.51312 0.03505 0.63771
C -3.14261 0.75801 1.77576
F -2.22686 0.94298 2.88790
P -4.19436 0.90163 -2.29784
C -3.57887 2.52204 -1.64124
C -3.05763 0.59188 -3.73369
C -1.56043 0.82174 -3.52845
H 5.42813 -1.48813 -0.58430
H 5.08792 -2.17981 1.00328
H 6.44872 -1.07059 0.79512
H 4.77363 0.32400 1.76763
H 3.47229 -0.49329 0.92394
H 5.25395 1.76878 0.11086
H 4.91603 0.65328 -1.18685
H 3.36303 2.48124 -1.29793
H 2.96364 2.36907 0.41122
H 1.13475 1.57937 -0.99676
H 1.70828 0.27382 -0.00186
H 3.10471 0.41271 -2.62566
H 1.38117 0.23194 -2.80056
H 2.68267 -1.63439 -0.84775
H 3.04246 -1.90498 -2.53777
H 0.48932 -1.89226 -2.94138
H 1.16075 -3.27722 -2.07924
H -0.27844 -0.88553 -0.81835
H 0.59367 -2.10982 0.09000
H -1.61341 -2.85389 0.21891
H -0.92355 -3.83971 -1.05342
H -2.88251 -3.25583 -2.15687
H -1.93740 -1.87568 -2.65633
H -5.37340 -0.18890 0.12183
H -3.93259 -1.94962 0.95686
H -5.03117 -3.28232 -1.78628
H -6.10758 -2.73918 -0.69456
H -1.80152 -0.67795 1.07304
H -1.94892 0.74389 0.01328
H -3.44935 1.77273 1.50020
H -4.00023 0.24567 2.21467
H -4.33361 3.30668 -1.71824
H -3.29021 2.42659 -0.59204
H -2.69061 2.85462 -2.18623
H -3.42171 1.19567 -4.57392
H -3.23959 -0.45029 -4.01528
H -1.29676 0.72999 -2.46971
H -0.95838 0.09842 -4.08300
H -1.23512 1.81319 -3.85905
C 0.85937 -4.48054 2.89988
C 1.82009 -3.70318 2.12698
N 2.55290 -3.10530 1.47596
H -0.14967 -4.14278 2.66482
H 0.94904 -5.53541 2.64636
H 1.03884 -4.35038 3.96561
C 4.83872 4.62778 1.73388
C 5.49815 3.43849 2.25955
N 5.99484 2.49446 2.68441
H 3.99014 4.33109 1.11813
H 4.48335 5.24875 2.55429
H 5.53368 5.20315 1.12455
C -4.11875 2.73074 4.70970
C -5.05684 3.60427 5.40478
N -5.79219 4.29802 5.95130
H -3.95791 3.07285 3.68957
H -3.16182 2.72363 5.22760
H -4.50084 1.71269 4.66902
*
```

Atom charges from the Löwdin analysis, given in e for atoms 1 to 5: atom 1 (C): -0.1200, atom 2 (C): -0.2639, atom 3 (C): -0.2204, atom 4 (C): -0.2218, atom 5 (C): -0.2045


4.
Entry from the Open Molecules 2025 dataset: 7 unconnected molecules or ions with the total composition C37H63F3NO13 (wB97M-V/def2-TZVPD).

Output
- max |F| (Eh/bohr) = 0.102
- HOMO-LUMO gap (Ha) = 0.3051

Geometry as ORCA input:
```
! RIJCOSX wB97M-V def2-TZVPD def2/J DEFGRID3
* xyz 1 1
C 3.42356 6.43574 -0.82884
O 2.45262 5.37963 -0.52768
C 2.16247 4.51571 -1.67703
C 2.67911 2.96715 -1.54686
C 3.86451 2.70534 -0.45056
C 3.20105 1.78393 0.75256
C 2.91250 0.22482 0.32543
C 4.13968 -0.52151 -0.45839
C 4.12160 -0.39028 -2.09016
C 2.64616 -0.53061 -2.79033
C 2.77352 -1.45052 -4.16667
N 3.03292 -0.60287 -5.39644
C 4.50306 -0.74067 -5.72747
C 4.98634 0.49116 -6.70317
C 5.41522 1.85219 -5.89612
F 4.36453 2.29588 -4.94283
F 5.60610 2.95625 -6.90960
F 6.72808 1.73788 -5.18380
H 2.89408 7.49068 -0.64756
H 4.37126 6.40750 -0.10202
H 3.85672 6.43649 -1.91372
H 2.52379 4.91613 -2.71563
H 0.97203 4.46100 -1.75345
H 3.12348 2.64961 -2.60275
H 1.72623 2.26792 -1.37952
H 4.32871 3.66253 0.03343
H 4.76408 2.14847 -1.00028
H 3.84167 1.84736 1.72946
H 2.13766 2.27933 0.97398
H 2.76177 -0.37000 1.34934
H 1.87490 0.19471 -0.21413
H 4.28023 -1.66682 -0.16884
H 5.14275 0.01135 -0.09240
H 4.77413 -1.30031 -2.50298
H 4.65019 0.57911 -2.51129
H 2.28769 0.57860 -3.03205
H 1.86437 -1.10160 -2.09712
H 3.52035 -2.34637 -4.02492
H 1.70400 -1.94104 -4.32158
H 2.68575 0.38402 -5.32708
H 2.50289 -1.06913 -6.19152
H 4.61757 -1.74984 -6.34104
H 5.14438 -0.78062 -4.74445
H 4.10635 0.72094 -7.46543
H 5.93469 0.11155 -7.28623
O 5.82681 -3.08088 -8.81210
C 5.59498 -2.11582 -9.52138
O 5.18301 -0.89996 -9.05644
C 4.90335 -0.04526 -10.16416
C 5.68282 -0.62088 -11.31742
C 5.67284 -2.09860 -11.01798
H 3.82372 -0.05264 -10.34723
H 5.21616 0.97642 -9.92978
H 5.25774 -0.36915 -12.29265
H 6.71395 -0.24791 -11.29123
H 4.78647 -2.59085 -11.42769
H 6.58476 -2.58563 -11.37100
O 4.18301 -2.73307 2.38863
C 3.90386 -2.40960 3.53126
O 4.11570 -1.16566 4.05273
C 3.77520 -1.17451 5.43828
C 2.83320 -2.33745 5.60894
C 3.32766 -3.31746 4.57526
H 4.69341 -1.29404 6.02289
H 3.30415 -0.22487 5.70831
H 2.82589 -2.73997 6.62534
H 1.81108 -2.02648 5.36075
H 4.12135 -3.95842 4.96903
H 2.51064 -3.91774 4.16838
O -0.34400 -0.72487 5.83762
C -0.86080 -1.30800 4.89897
O -0.49787 -2.55312 4.47219
C -1.23175 -2.87600 3.29195
C -2.45193 -1.99353 3.32841
C -1.94335 -0.75522 4.02221
H -0.59901 -2.67472 2.42115
H -1.49558 -3.93757 3.30065
H -2.87218 -1.79889 2.33813
H -3.23144 -2.46337 3.94047
H -1.50388 -0.04483 3.31651
H -2.72630 -0.27783 4.61592
O -4.12696 0.68929 3.09103
C -4.16565 0.79697 1.87650
O -3.36952 0.09719 1.01588
C -3.60652 0.55155 -0.31573
C -4.97469 1.18085 -0.28368
C -5.04912 1.73835 1.11527
H -2.82474 1.26985 -0.58407
H -3.56282 -0.29481 -1.00739
H -5.12071 1.93349 -1.06301
H -5.74184 0.40754 -0.41205
H -4.63120 2.74715 1.17408
H -6.07100 1.71898 1.50100
O -8.31539 -0.29282 0.74047
C -8.59454 0.03066 1.88310
O -8.38270 1.27460 2.40457
C -8.72321 1.26574 3.79012
C -9.66521 0.10280 3.96078
C -9.17074 -0.87721 2.92711
H -7.80500 1.14621 4.37473
H -9.19425 2.21538 4.06015
H -9.67251 -0.29972 4.97719
H -10.68732 0.41377 3.71259
H -8.37706 -1.51817 3.32087
H -9.98776 -1.47749 2.52022
O -9.66110 -2.03704 7.35779
C -8.48270 -1.80751 7.57427
O -7.45327 -2.28519 6.81513
C -6.21483 -1.91255 7.41779
C -6.53632 -0.72361 8.28496
C -7.95013 -1.00831 8.72484
H -5.83966 -2.76156 7.99882
H -5.48606 -1.66536 6.64035
H -5.83717 -0.59493 9.11549
H -6.51693 0.19194 7.68131
H -7.97908 -1.62154 9.62978
H -8.52067 -0.08692 8.86252
*
```

Atom charges from the Löwdin analysis, given in e for atoms 1 to 5: atom 1 (C): -0.1301, atom 2 (O): -0.2469, atom 3 (C): -0.2170, atom 4 (C): -0.1808, atom 5 (C): -0.1796


5.
Entry from the Open Molecules 2025 dataset: a molecular structure, C14H23BCaCl7F8MgN4NaO5PS (wB97M-V/def2-TZVPD).

Output
- max |F| (Eh/bohr) = 0.245
- HOMO-LUMO gap (Ha) = 0.0863

Geometry as ORCA input:
```
! RIJCOSX wB97M-V def2-TZVPD def2/J DEFGRID3
* xyz 1 1
N -1.11101 2.34560 -2.72253
C -1.84424 1.25089 -2.70702
C -2.74552 -0.15195 -2.57015
C -3.89777 -0.05009 -3.72828
C -5.19644 -1.02313 -3.52514
C -5.11295 -2.07038 -2.27063
F -5.30519 -1.41734 -0.92137
C -1.76340 -1.45905 -2.66481
C -1.85063 -2.30120 -4.06836
N -2.20963 -2.93328 -5.16474
P 0.09873 -1.13671 -2.31624
N 0.82245 -1.13154 -3.76561
H -3.16389 -0.12444 -1.45936
H -4.31127 1.06841 -3.68325
H -3.44878 -0.14899 -4.83118
H -5.34824 -1.66374 -4.51796
H -6.17713 -0.35443 -3.41186
H -4.17755 -2.79409 -2.28970
H -6.05701 -2.79228 -2.37929
H -2.12651 -2.20799 -1.80856
H 0.59338 -2.27037 -1.56717
H 0.34699 0.03935 -1.51537
H 1.32498 -0.21915 -3.86630
B -8.47719 -1.58954 -0.59861
F -8.00302 -1.99565 -1.91161
F -7.55961 -2.07491 0.41935
F -8.54702 -0.13871 -0.53601
F -9.79881 -2.14887 -0.36622
C 3.39237 -1.04575 0.40184
O 2.31628 -1.40175 -0.06196
N 4.58476 -0.99981 -0.28861
C 5.81795 -0.56553 0.33394
C 4.60704 -1.39811 -1.68090
H 3.48847 -0.72236 1.45130
H 6.19924 0.30536 -0.20685
H 6.54655 -1.37953 0.28068
H 5.65690 -0.29572 1.38109
H 3.92151 -0.75864 -2.24500
H 4.26703 -2.43505 -1.75992
H 5.61615 -1.30913 -2.09212
Na 2.30119 -2.62050 -1.66387
C 2.60670 1.52241 3.45035
Cl 3.71376 0.15676 3.67119
Cl 3.08717 2.49233 2.04757
Cl 0.94004 0.94913 3.26881
H 2.65828 2.15489 4.34027
Ca 5.60119 1.32467 1.71868
C 5.78711 7.10757 1.03063
F 6.29450 6.90442 -0.22761
F 5.86339 8.45992 1.24888
F 4.44864 6.81977 0.94323
S 6.66525 6.10592 2.34134
O 8.06833 6.53976 2.29348
O 6.48243 4.70118 1.95084
O 5.99985 6.44396 3.60697
C 2.00670 -2.21011 6.57591
Cl 3.11376 -3.57576 6.79675
Cl 2.48717 -1.24019 5.17313
Cl 0.34004 -2.78339 6.39437
H 2.05828 -1.57763 7.46583
C -5.17998 -0.50737 2.18300
O -4.53097 0.18415 3.10771
H -6.17799 -0.14230 1.88627
H -4.69774 -0.60830 1.19586
H -5.40737 -1.56325 2.40813
Mg -1.59881 0.46489 2.77927
Cl -4.29881 -4.00329 -0.75255
*
```

Atom charges from the Löwdin analysis, given in e for atoms 1 to 5: atom 1 (N): 0.0769, atom 2 (C): -0.1311, atom 3 (C): -0.2493, atom 4 (C): -0.1779, atom 5 (C): -0.1306